Molecular formula: C4H9NO3
Method: DFT, ωB97M-V/def2-TZVPD

```
17
Properties=species:S:1:pos:R:3
C 0.33541 -1.47572 -1.25840
N 0.03646 -0.13629 -0.80453
C 0.92636 0.52518 0.12139
O 2.03211 -0.11228 0.60956
O 1.20023 1.84547 -0.18728
C -0.41199 0.07697 0.58207
C -1.57031 1.03549 0.74500
O -0.42846 -1.00415 1.44285
H 0.82242 -2.07483 -0.48256
H -0.59702 -1.95197 -1.56069
H 0.99371 -1.40064 -2.12292
H 2.80900 0.27990 0.19149
H 0.65730 2.10576 -0.93974
H -2.50556 0.52353 0.52042
H -1.59651 1.39156 1.77228
H -1.46505 1.88226 0.07527
H -1.23809 -1.51024 1.29578
```

* relative energy (zero: lowest compared OMol25 entry of this formula, charge and spin): 2.216 eV
* SMILES string: CN1C(O)(O)[C@]1(C)O
* total charge: 0
* molecular weight: 119.120 g mol⁻¹
* HOMO level: -8.91 eV
* spin multiplicity: 1
* max |F|: 0.7 eV/Å
* gap between HOMO and LUMO: 9.64 eV
* total energy: -11925.32541 eV